1.
The following is a quantum chemistry calculation of a structure of composition C49H92Br5N2O18P3S, from the Open Molecules 2025 dataset.

Values from the calculation:
- LUMO: -0.36 eV
- Kohn-Sham gap: 6.3404 eV
- Molar mass: 1521.78 g mol⁻¹
- HOMO level: -6.705 eV

```
! wB97M-V def2-TZVPD RIJCOSX def2/J DEFGRID3
* xyz 0 1
C 2.933 0.357 2.591
C 1.390 0.728 2.771
C 0.170 0.457 1.820
Br -1.303 0.481 3.292
C -0.162 1.262 0.377
C -1.821 1.144 0.408
C -2.853 1.289 -0.773
O -4.015 0.346 -0.561
C -4.869 0.459 -1.750
C -6.329 1.261 -1.638
O -4.621 -0.086 -2.961
C 0.240 2.856 0.420
P -0.115 3.717 2.077
O 0.112 5.478 1.982
O -1.376 3.545 3.061
P -0.804 4.233 -0.508
C -1.477 3.734 -2.246
C -2.504 4.636 0.369
C -3.306 5.796 -0.544
C 1.798 3.273 -0.021
C 1.963 4.641 -0.941
N 2.029 5.949 -0.185
C 1.405 7.099 -0.949
C 2.953 3.521 1.098
Br 2.924 4.192 3.014
C 4.428 3.326 0.749
C 5.647 3.594 1.867
Br 5.245 2.776 -0.985
O 2.334 2.222 -0.799
S 1.509 1.383 -1.939
O 1.105 2.376 -2.989
O 2.590 0.668 -2.867
C 0.470 0.331 -0.892
C -0.562 -0.804 -1.455
Br -1.266 -2.422 -0.387
C -1.099 -0.985 -2.841
C -2.122 -2.229 -3.304
Br -0.711 0.223 -4.331
P 1.892 -0.933 -0.459
N 2.152 -1.968 -1.736
O 1.697 -2.102 0.766
O 3.520 -0.350 -0.321
H 3.194 -0.794 2.402
H 3.445 0.554 3.659
H 3.595 0.962 1.859
H 1.381 1.760 3.379
H 1.190 -0.024 3.701
H -0.102 -0.680 1.546
H -2.040 0.022 0.754
H -2.173 1.958 1.165
H -3.444 2.323 -0.896
H -2.549 1.054 -1.875
H -6.223 2.424 -1.687
H -6.963 0.901 -0.698
H -6.984 0.951 -2.585
H -0.162 5.790 2.916
H -2.312 3.362 2.802
H -2.601 3.983 -2.439
H -1.320 2.646 -2.575
H -0.863 4.419 -3.010
H -3.173 3.756 0.639
H -2.363 5.264 1.376
H -3.971 5.314 -1.382
H -2.426 6.462 -0.992
H -3.938 6.502 0.150
H 1.422 4.673 -1.968
H 3.101 4.578 -1.327
H 3.011 6.228 0.053
H 0.439 6.726 -1.531
H 2.230 7.488 -1.699
H 1.128 7.960 -0.172
H 5.535 2.931 2.831
H 6.717 3.378 1.453
H 5.635 4.765 2.100
H -2.463 -2.150 -4.417
H -3.122 -2.198 -2.652
H -1.559 -3.255 -3.188
H 1.555 -1.746 -2.539
H 2.447 -2.756 0.663
H 4.073 -1.164 -0.138
C -0.976 -1.406 7.515
C -0.091 -0.190 7.575
O 0.900 -0.085 6.854
C -0.465 0.893 8.552
H -0.584 -2.103 6.767
H -0.987 -1.907 8.487
H -1.988 -1.115 7.225
H -0.454 0.495 9.570
H -1.455 1.286 8.308
H 0.262 1.708 8.486
C 0.279 -6.753 -3.800
C -1.119 -6.478 -4.287
O -1.593 -5.343 -4.261
C -1.915 -7.646 -4.806
H 0.733 -5.818 -3.455
H 0.250 -7.457 -2.965
H 0.884 -7.155 -4.617
H -2.042 -8.390 -4.015
H -1.408 -8.088 -5.667
H -2.905 -7.298 -5.122
C 4.478 -3.834 5.201
C 3.409 -3.316 4.277
O 3.594 -3.242 3.063
C 2.103 -2.891 4.895
H 5.364 -4.103 4.616
H 4.755 -3.059 5.920
H 4.119 -4.726 5.722
H 2.275 -2.074 5.601
H 1.639 -3.741 5.402
H 1.427 -2.539 4.109
C -4.475 -1.108 -7.509
C -3.966 -2.358 -8.177
O -4.736 -3.154 -8.713
C -2.480 -2.595 -8.164
H -5.566 -1.068 -7.596
H -4.209 -1.119 -6.449
H -4.053 -0.227 -7.999
H -2.125 -2.672 -7.133
H -1.969 -1.780 -8.682
H -2.258 -3.534 -8.682
C 1.469 4.813 -5.316
C 1.243 6.298 -5.416
O 1.296 7.020 -4.422
C 0.949 6.865 -6.779
H 1.670 4.546 -4.273
H 0.576 4.278 -5.648
H 2.332 4.527 -5.923
H 0.032 6.421 -7.176
H 1.788 6.670 -7.451
H 0.807 7.948 -6.699
C -4.066 -7.233 1.543
C -3.105 -6.662 0.534
O -2.143 -7.312 0.130
C -3.367 -5.264 0.040
H -3.752 -8.248 1.809
H -4.064 -6.619 2.447
H -5.070 -7.278 1.115
H -3.335 -4.562 0.877
H -4.341 -5.222 -0.454
H -2.594 -4.984 -0.683
C -1.475 9.258 5.680
C -0.966 8.008 5.012
O -1.736 7.212 4.476
C 0.520 7.771 5.025
H -2.566 9.298 5.593
H -1.209 9.247 6.740
H -1.053 10.139 5.190
H 0.875 7.694 6.056
H 1.031 8.585 4.507
H 0.742 6.831 4.507
C 0.114 -7.955 -9.619
C -0.088 -8.893 -8.459
O 0.305 -8.606 -7.330
C -0.790 -10.196 -8.735
H 0.634 -7.055 -9.272
H 0.726 -8.438 -10.386
H -0.854 -7.662 -10.034
H -0.219 -10.779 -9.462
H -1.798 -10.002 -9.110
H -0.866 -10.771 -7.806
C 6.278 -3.836 10.237
C 5.209 -3.318 9.313
O 5.394 -3.244 8.099
C 3.903 -2.893 9.931
H 7.164 -4.105 9.652
H 6.555 -3.061 10.956
H 5.919 -4.728 10.757
H 4.075 -2.076 10.636
H 3.439 -3.743 10.437
H 3.227 -2.541 9.144
*
```

=====

2.
The following is a quantum chemistry calculation of a cluster of 12 separate species, C49H92N3O38P5 in total, from the Open Molecules 2025 dataset.

Values from the calculation:
- Structure (SMILES): O=[N+]([O-])c1ccccc1.O=[N+]([O-])c1ccccc1.O=[N+]([O-])c1ccccc1.COP(=O)(OC)OC.COP(=O)(OC)OC.COP(=O)(OC)OC.COP(=O)(OC)OC.COP(=O)(OC)OC.CCOC(=O)OC.CCOC(=O)OC.CCOC(=O)OC.CCOC(=O)OC
- LUMO: -0.49 eV
- Kohn-Sham gap: 9.2739 eV
- Molar mass: 1486.13 g mol⁻¹
- HOMO level: -9.766 eV

```
! wB97M-V def2-TZVPD RIJCOSX def2/J DEFGRID3
* xyz 0 1
O -0.595 -0.187 8.388
N 0.358 0.564 8.531
O 0.501 1.330 9.446
C 1.435 0.473 7.503
C 2.471 1.375 7.588
C 3.400 1.343 6.510
C 3.346 0.371 5.540
C 2.195 -0.414 5.443
C 1.236 -0.384 6.418
H 2.683 2.108 8.348
H 4.218 2.041 6.636
H 4.052 0.454 4.726
H 2.162 -1.102 4.606
H 0.285 -0.889 6.333
O 1.935 -5.945 -3.016
N 2.128 -4.860 -3.559
O 1.357 -3.924 -3.479
C 3.437 -4.617 -4.155
C 4.212 -5.730 -4.438
C 5.505 -5.576 -4.895
C 5.896 -4.271 -5.218
C 5.129 -3.146 -4.950
C 3.891 -3.313 -4.375
H 3.849 -6.740 -4.314
H 6.131 -6.428 -5.108
H 6.884 -4.205 -5.660
H 5.565 -2.225 -5.309
H 3.240 -2.478 -4.158
O 1.952 -3.279 -7.348
N 0.930 -3.793 -6.947
O 0.874 -4.949 -6.501
C -0.366 -3.078 -6.956
C -1.387 -3.529 -6.145
C -2.536 -2.796 -5.925
C -2.827 -1.801 -6.837
C -1.876 -1.450 -7.797
C -0.610 -2.013 -7.826
H -1.251 -4.414 -5.534
H -3.108 -3.080 -5.054
H -3.641 -1.105 -6.672
H -2.036 -0.564 -8.399
H 0.121 -1.695 -8.557
C -2.880 5.422 4.456
O -2.027 4.946 5.487
P -0.932 3.805 5.342
O -0.435 3.339 6.639
O -1.696 2.644 4.561
C -1.082 1.372 4.368
O 0.070 4.491 4.293
C 1.378 3.974 4.014
H -3.909 5.536 4.785
H -2.788 4.770 3.584
H -2.472 6.390 4.150
H -0.926 1.266 3.291
H -1.786 0.621 4.719
H -0.124 1.303 4.883
H 1.773 3.522 4.929
H 2.012 4.801 3.708
H 1.299 3.177 3.274
C 5.155 -2.418 2.905
O 5.310 -1.652 4.106
P 6.707 -1.155 4.665
O 7.872 -1.972 4.330
O 6.731 0.376 4.178
C 7.037 0.657 2.831
O 6.427 -1.037 6.231
C 7.387 -1.252 7.243
H 4.430 -3.181 3.179
H 6.079 -2.877 2.553
H 4.805 -1.733 2.133
H 7.793 1.441 2.731
H 6.237 1.236 2.359
H 7.293 -0.166 2.167
H 7.031 -2.075 7.871
H 7.501 -0.405 7.915
H 8.340 -1.626 6.869
C -1.838 -1.667 1.465
O -0.898 -1.719 2.543
P -1.181 -2.702 3.804
O -2.042 -3.830 3.450
O 0.251 -3.059 4.401
C 0.525 -4.352 4.944
O -1.884 -1.841 4.946
C -2.275 -2.469 6.161
H -1.907 -0.631 1.127
H -2.807 -1.891 1.918
H -1.468 -2.356 0.707
H 0.740 -4.245 6.007
H 1.503 -4.637 4.544
H -0.174 -5.127 4.644
H -1.987 -3.519 6.229
H -3.357 -2.398 6.259
H -1.852 -1.995 7.048
C 0.002 6.668 1.570
O -0.150 6.685 0.152
P 1.102 6.406 -0.792
O 2.389 6.102 -0.172
O 1.105 7.693 -1.741
C -0.027 8.085 -2.524
O 0.651 5.191 -1.746
C 0.946 3.843 -1.338
H -0.555 7.440 2.097
H 1.044 6.882 1.818
H -0.268 5.672 1.916
H 0.285 8.037 -3.567
H -0.388 9.080 -2.281
H -0.850 7.374 -2.445
H 1.996 3.603 -1.482
H 0.317 3.175 -1.922
H 0.684 3.754 -0.283
C 5.434 0.808 -1.723
O 6.050 1.903 -1.078
P 5.213 3.035 -0.331
O 3.830 2.696 0.065
O 5.337 4.296 -1.261
C 4.558 4.466 -2.443
O 6.163 3.366 0.919
C 5.795 4.440 1.784
H 5.646 0.819 -2.790
H 4.362 0.775 -1.501
H 5.764 -0.145 -1.298
H 3.641 5.044 -2.337
H 4.502 3.531 -2.997
H 5.096 5.163 -3.092
H 6.599 5.176 1.779
H 5.769 3.984 2.777
H 4.841 4.939 1.611
C -7.637 3.076 -1.405
C -7.362 1.906 -2.354
O -6.945 2.464 -3.607
C -5.634 2.574 -3.894
O -5.257 2.923 -4.971
O -4.863 2.199 -2.869
C -3.434 2.323 -2.939
H -6.702 3.366 -0.923
H -8.373 2.805 -0.647
H -8.026 3.912 -1.983
H -8.336 1.458 -2.549
H -6.749 1.198 -1.803
H -3.168 3.071 -3.686
H -2.949 1.375 -3.158
H -3.164 2.725 -1.966
C 2.450 -0.138 1.322
C 1.242 0.169 0.484
O 1.169 -0.588 -0.695
C 0.037 -0.463 -1.421
O -0.706 0.486 -1.448
O 0.050 -1.431 -2.318
C -0.960 -1.442 -3.338
H 2.200 0.364 2.262
H 3.332 0.360 0.914
H 2.684 -1.179 1.536
H 1.173 1.219 0.167
H 0.364 0.133 1.143
H -0.802 -0.546 -3.945
H -1.934 -1.381 -2.855
H -0.705 -2.337 -3.891
C -9.870 -2.720 -5.285
C -9.033 -1.601 -5.910
O -8.129 -1.130 -4.932
C -6.816 -1.362 -4.991
O -6.201 -1.679 -5.968
O -6.306 -1.063 -3.819
C -4.880 -1.016 -3.638
H -10.292 -2.324 -4.359
H -9.314 -3.621 -5.038
H -10.722 -2.916 -5.937
H -9.737 -0.874 -6.319
H -8.543 -1.931 -6.830
H -4.475 -0.373 -4.420
H -4.635 -2.076 -3.662
H -4.668 -0.593 -2.662
C -1.439 -5.539 0.509
C -2.011 -5.435 -0.860
O -3.420 -5.168 -0.800
C -3.968 -3.996 -1.020
O -3.550 -3.041 -1.641
O -5.178 -4.032 -0.489
C -6.207 -3.140 -0.935
H -1.408 -4.554 0.984
H -0.407 -5.885 0.538
H -2.059 -6.068 1.235
H -1.759 -6.280 -1.503
H -1.595 -4.606 -1.446
H -5.912 -2.122 -0.679
H -7.170 -3.294 -0.456
H -6.278 -3.331 -2.004
*
```

=====

3.
The following is a quantum chemistry calculation of a structure of composition C4As2F6N3ReS4, from the Open Molecules 2025 dataset.

Values from the calculation:
- LUMO (spin up / spin down): -14.91 / -14.91 eV
- Kohn-Sham gap (spin up / spin down): 5.1812 / 5.1891 eV
- Molar mass: 668.37 g mol⁻¹
- HOMO level (spin up / spin down): -20.095 / -20.099 eV

```
! wB97M-V def2-TZVPD RIJCOSX def2/J DEFGRID3
* xyz 3 2
Re -0.392 0.222 0.038
S 3.141 -3.343 1.049
As 0.937 -3.304 0.602
S -2.215 -0.519 0.543
S 0.864 -1.414 -0.820
S 2.579 -4.362 -0.568
N -0.770 1.034 -1.631
C -0.953 1.676 -2.607
C -1.179 2.416 -3.732
C -2.461 2.371 -4.323
N -3.508 2.337 -4.804
C -0.132 3.191 -4.272
N 0.734 3.814 -4.711
F 0.518 0.950 1.439
As 0.489 -0.788 4.031
F -1.075 -0.149 3.876
F 0.076 -1.616 2.470
F 0.361 -2.133 4.974
F 2.067 -0.842 3.394
F 0.920 0.460 5.051
*
```

=====

4.
The following is a quantum chemistry calculation of a structure of composition C4Br2CrF12O12S4, from the Open Molecules 2025 dataset.

Values from the calculation:
- LUMO (spin up / spin down): 8.54 / 8.53 eV
- Kohn-Sham gap (spin up / spin down): 4.8514 / 5.9396 eV
- Molar mass: 808.08 g mol⁻¹
- HOMO level (spin up / spin down): 3.684 / 2.595 eV

```
! wB97M-V def2-TZVPD RIJCOSX def2/J DEFGRID3
* xyz -4 5
Cr -0.311 0.166 0.123
Br -0.803 0.467 2.884
Br 0.037 0.053 -2.508
C -3.550 3.225 0.989
F -2.610 3.757 1.769
F -4.231 2.338 1.720
F -4.416 4.230 0.697
S -2.835 2.518 -0.552
O -3.901 1.709 -1.075
O -2.539 3.741 -1.270
O -1.678 1.814 -0.035
C 3.517 -2.226 0.820
F 3.871 -1.321 1.729
F 3.915 -1.780 -0.387
F 4.259 -3.344 1.069
S 1.712 -2.632 0.839
O 1.127 -1.402 0.322
O 1.683 -3.754 -0.073
O 1.473 -2.931 2.228
C 3.628 2.202 -0.878
F 4.905 2.578 -0.575
F 3.236 3.013 -1.895
F 3.678 0.956 -1.351
S 2.520 2.364 0.607
O 1.371 1.579 0.209
O 3.342 1.801 1.653
O 2.327 3.799 0.673
C -2.280 -3.103 -1.770
F -0.993 -3.304 -1.996
F -2.749 -2.250 -2.688
F -2.920 -4.291 -2.009
S -2.639 -2.564 -0.039
O -1.956 -1.292 0.116
O -4.086 -2.459 -0.080
O -2.106 -3.656 0.736
*
```

=====

5.
The following is a quantum chemistry calculation of a structure of composition C4ClN3S2, from the Open Molecules 2025 dataset.

Values from the calculation:
- LUMO: -2.21 eV
- Kohn-Sham gap: 7.4443 eV
- Molar mass: 189.65 g mol⁻¹
- HOMO level: -9.654 eV

```
! wB97M-V def2-TZVPD RIJCOSX def2/J DEFGRID3
* xyz 0 1
C -0.561 -1.626 0.758
C -1.761 1.928 -0.450
C 0.445 -0.656 0.541
C 0.318 0.657 0.700
N -1.416 -2.359 0.948
N -1.255 2.948 -0.557
N 2.760 0.448 -0.276
S 2.326 -1.029 -0.109
S 1.640 1.592 0.158
Cl -2.583 0.560 -0.453
*
```

=====

6.
The following is a quantum chemistry calculation of a structure of composition C4ClO3, from the Open Molecules 2025 dataset.

Values from the calculation:
- LUMO: 3.91 eV
- Kohn-Sham gap: 8.3577 eV
- Molar mass: 131.49 g mol⁻¹
- HOMO level: -4.444 eV

```
! wB97M-V def2-TZVPD RIJCOSX def2/J DEFGRID3
* xyz -1 1
C 1.323 -1.201 -0.378
C 0.440 -0.673 -1.076
C -0.897 1.539 2.438
C -0.636 -0.039 -1.529
O 2.349 -1.697 -0.054
O -0.008 0.885 2.822
O -1.313 0.097 -2.468
Cl -1.258 1.089 0.244
*
```

=====

7.
The following is a quantum chemistry calculation of a structure of composition C4CrF12O12S4, from the Open Molecules 2025 dataset.

Values from the calculation:
- LUMO (spin up / spin down): 4.80 / 4.80 eV
- Kohn-Sham gap (spin up / spin down): 6.8848 / 9.0196 eV
- Molar mass: 648.27 g mol⁻¹
- HOMO level (spin up / spin down): -2.087 / -4.223 eV

```
! wB97M-V def2-TZVPD RIJCOSX def2/J DEFGRID3
* xyz -2 5
Cr 0.445 0.083 -0.238
C -3.231 -1.953 0.226
F -2.793 -1.714 1.474
F -4.191 -2.925 0.333
F -3.729 -0.833 -0.335
S -1.767 -2.745 -0.726
O -1.572 -4.063 -0.159
O -2.193 -2.784 -2.168
O -0.676 -1.798 -0.496
C 1.981 -1.626 -3.796
F 1.056 -1.445 -4.649
F 1.802 -2.750 -3.096
F 3.249 -1.507 -4.367
S 1.945 -0.115 -2.563
O 0.529 0.199 -2.314
O 2.331 -0.506 -1.183
O 2.729 1.039 -3.135
C 0.519 4.352 -0.729
F -0.649 4.996 -0.947
F 1.059 3.954 -1.874
F 1.338 5.239 -0.171
S 0.189 2.759 0.409
O 1.391 1.909 0.450
O -0.261 3.244 1.683
O -0.759 1.835 -0.229
C -0.512 0.157 4.093
F -0.320 1.386 3.825
F -0.308 -0.131 5.358
F -1.716 -0.202 3.779
S 0.806 -0.874 3.109
O 0.574 -0.460 1.680
O 2.121 -0.414 3.472
O 0.609 -2.310 3.284
*
```

=====

8.
The following is a quantum chemistry calculation of a structure of composition C4F12KN2O8S4, from the Open Molecules 2025 dataset.

Values from the calculation:
- LUMO: 1.77 eV
- Kohn-Sham gap: 9.1651 eV
- Molar mass: 599.39 g mol⁻¹
- HOMO level: -7.397 eV

```
! wB97M-V def2-TZVPD RIJCOSX def2/J DEFGRID3
* xyz -1 1
K 4.045 -19.665 19.678
C 6.505 -16.974 22.295
F 5.357 -16.584 21.736
F 7.256 -15.912 22.497
F 6.255 -17.570 23.449
S 7.358 -18.208 21.157
O 7.226 -17.707 19.805
O 8.703 -18.305 21.693
N 6.296 -19.584 21.316
S 7.261 -20.797 21.346
O 7.814 -21.046 20.025
O 8.145 -20.880 22.501
C 5.981 -22.168 21.699
F 6.574 -23.348 21.669
F 5.421 -21.996 22.895
F 5.005 -22.081 20.773
C 4.676 -22.220 17.179
F 5.109 -22.772 16.059
F 5.269 -22.785 18.198
F 5.030 -20.931 17.142
S 2.817 -22.367 17.185
O 2.413 -21.526 16.096
O 2.546 -23.773 17.043
N 2.397 -21.584 18.633
S 1.668 -22.761 19.460
O 0.420 -23.215 18.912
O 2.515 -23.793 20.020
C 1.177 -21.736 20.991
F 0.612 -22.485 21.910
F 2.301 -21.186 21.522
F 0.384 -20.699 20.691
*
```

=====

Number 1: F_max 11.32 eV/Å. Number 2: F_max 2.66 eV/Å. Number 3: F_max 0.57 eV/Å. Number 4: F_max 0.62 eV/Å. Number 5: F_max 2.34 eV/Å. Number 6: F_max 3.74 eV/Å. Number 7: F_max 4.48 eV/Å. Number 8: F_max 4.01 eV/Å.